1:
C2H2FNO2 | ωB97M-V with the def2-TZVPD basis set

The geometry in ORCA input format:
```
! wB97M-V def2-TZVPD RIJCOSX def2/J DEFGRID3
* xyz 0 1
C -1.11416 -0.81219 -0.06034
C -0.39939 0.40385 -0.48202
N -1.50097 -1.77798 0.41614
O -0.15830 1.27623 0.47340
O 1.48822 -0.60759 -0.64327
F 2.12905 -0.25318 0.49409
H -0.43950 0.84350 -1.57680
H -0.00495 0.92736 1.37880
*
```

HOMO-LUMO gap (spin up / spin down): 8.83 / 8.83 eV
LUMO energy (spin up / spin down): -0.047 / -0.047 hartree

2:
C2H2FNO2 | ωB97M-V with the def2-TZVPD basis set

The geometry in ORCA input format:
```
! wB97M-V def2-TZVPD RIJCOSX def2/J DEFGRID3
* xyz 0 1
C -1.60145 0.65099 0.07630
C -1.50111 -0.49154 -0.14609
F -1.38079 -1.79528 -0.22419
H -2.02267 1.58139 0.31028
O 2.49154 1.30154 0.20052
N 2.13378 0.30375 -0.41722
O 1.19265 -0.39814 0.28219
H 0.68805 -1.15271 -0.08179
*
```

SMILES: C#CF.O=NO
HOMO-LUMO gap: 10.65 eV
LUMO energy: 0.004 hartree

Q: Which of them is the most stable? A: 2.

1:
C4H10N2O | ωB97M-V with the def2-TZVPD basis set

The geometry in ORCA input format:
```
! wB97M-V def2-TZVPD RIJCOSX def2/J DEFGRID3
* xyz 1 2
N -1.31142 2.63550 0.09549
C -0.68254 1.46830 -0.46411
C 0.59593 0.94239 0.21209
N 1.18514 -0.23779 -0.36755
C 0.45713 -1.42701 -0.66720
C 0.12852 -2.17282 0.66188
O 1.28983 1.63298 0.89244
H -2.08026 2.37800 0.70620
H -0.64550 3.07554 0.72526
H -1.41111 0.64462 -0.40397
H -0.48887 1.53717 -1.54055
H 2.20481 -0.19743 -0.45084
H 1.08268 -2.13439 -1.20385
H -0.45506 -1.08172 -1.15133
H 0.94825 -2.27562 1.36196
H -0.16674 -3.19652 0.43478
H -0.65079 -1.59120 1.15929
*
```

HOMO-LUMO gap (spin up / spin down): 9.97 / 5.23 eV
LUMO energy (spin up / spin down): -0.149 / -0.323 hartree

2:
C4H10N2O | ωB97M-V with the def2-TZVPD basis set

The geometry in ORCA input format:
```
! wB97M-V def2-TZVPD RIJCOSX def2/J DEFGRID3
* xyz 1 2
C -1.99723 0.18377 -0.03703
C -0.78304 0.99750 -0.54856
C -0.43696 0.67972 -2.13945
N 0.42470 0.64722 0.10444
C 0.68096 -0.50404 0.87068
N 1.83669 -0.45777 1.64760
O 0.27649 -1.61828 0.45396
H -1.74566 -0.97239 -0.38810
H -2.04554 0.23794 1.07671
H -2.83201 0.63354 -0.60127
H -1.02630 2.12000 -0.47274
H 0.44446 1.18970 -2.59764
H -1.34481 0.93749 -2.69335
H -0.14015 -0.40031 -2.19417
H 1.15499 1.36380 -0.04428
H 2.02243 -1.42410 2.10347
H 2.68850 -0.20724 1.04160
*
```

HOMO-LUMO gap (spin up / spin down): 10.79 / 6.64 eV
LUMO energy (spin up / spin down): -0.162 / -0.312 hartree

3:
C4H10N2O | ωB97M-V with the def2-TZVPD basis set

The geometry in ORCA input format:
```
! wB97M-V def2-TZVPD RIJCOSX def2/J DEFGRID3
* xyz 1 2
C 0.98784 -0.69921 0.09638
N -0.10593 -0.54324 1.06033
C -0.91089 0.66880 1.20226
N -0.36109 1.71875 0.41224
O -2.00556 0.80574 1.74067
C 0.38942 -0.95329 -1.33022
C 1.57187 -0.89377 -2.48624
H 1.63236 -1.48494 0.29511
H 1.67158 0.11768 -0.05200
H -0.14714 -1.15483 1.91962
H -0.37339 1.60020 -0.59435
H -0.60235 2.55060 0.82649
H -0.11768 -1.91865 -1.38587
H -0.39600 -0.22693 -1.55754
H 2.53612 -1.43994 -2.18657
H 1.02939 -1.53059 -3.43859
H 1.85136 0.07776 -2.95274
*
```

HOMO-LUMO gap (spin up / spin down): 11.82 / 6.07 eV
LUMO energy (spin up / spin down): -0.134 / -0.332 hartree

4:
C4H10N2O | ωB97M-V with the def2-TZVPD basis set

The geometry in ORCA input format:
```
! wB97M-V def2-TZVPD RIJCOSX def2/J DEFGRID3
* xyz 1 2
C -0.39708 1.26007 1.29062
C -0.82510 0.07180 0.46173
C -0.53466 -1.27858 1.27614
N -0.34439 -0.02537 -0.87606
C 0.93164 0.34520 -1.23661
N 1.32151 -0.41807 -2.36640
O 1.70183 1.11437 -0.73985
H -0.92249 1.30646 2.24423
H 0.63841 1.27135 1.61558
H -0.45448 2.20232 0.73232
H -1.92231 0.12134 0.40910
H -0.46419 -0.95191 2.31085
H 0.49721 -1.59067 1.10641
H -1.26684 -2.02419 1.00033
H -0.89860 -0.66861 -1.43214
H 0.66050 -0.44161 -3.13805
H 2.27904 -0.29389 -2.65819
*
```

HOMO-LUMO gap (spin up / spin down): 11.99 / 6.15 eV
LUMO energy (spin up / spin down): -0.127 / -0.327 hartree

Q: Which of them is the most stable? A: 4.

1:
C4H10N2O | ωB97M-V with the def2-TZVPD basis set

The geometry in ORCA input format:
```
! wB97M-V def2-TZVPD RIJCOSX def2/J DEFGRID3
* xyz 1 2
N -2.09033 -0.72959 0.25705
C -1.64532 0.27335 1.18819
C -0.29099 0.82830 0.69827
N 0.38995 -0.08937 -0.09918
C 1.49513 0.32963 -0.91302
C 2.48912 -0.83454 -1.08014
O 3.66504 -0.66429 -1.16610
H -3.00172 -0.64844 -0.15970
H -1.87800 -1.69264 0.46382
H -1.54482 -0.00396 2.23992
H -2.33762 1.08605 1.10553
H 0.38283 1.19392 1.48896
H -0.49239 1.75950 0.14554
H -0.32696 -0.63598 -0.62075
H 1.08001 0.49244 -1.91772
H 2.00506 1.20991 -0.52781
H 2.10100 -1.87430 -1.10286
*
```

HOMO-LUMO gap (spin up / spin down): 11.28 / 6.27 eV
LUMO energy (spin up / spin down): -0.119 / -0.291 hartree

2:
C4H10N2O | ωB97M-V with the def2-TZVPD basis set

The geometry in ORCA input format:
```
! wB97M-V def2-TZVPD RIJCOSX def2/J DEFGRID3
* xyz 1 2
O 2.18452 -1.01870 -1.73216
C 1.35160 -0.84237 -0.88539
N -0.02074 -1.02020 -1.22384
C -1.11180 -0.39636 -0.52269
C -0.86314 -0.22447 0.95047
C -0.10449 1.09433 1.27901
N -1.00639 2.15797 1.72059
H 1.65170 -0.74504 0.16416
H -0.04290 -1.42730 -2.16810
H -1.36445 0.55224 -1.02406
H -1.91448 -1.14931 -0.63748
H -0.43932 -1.12321 1.45314
H -1.77690 -0.42702 1.51478
H 0.51672 1.35717 0.42010
H 0.65250 1.01697 2.06379
H -1.85728 2.18559 1.15675
H -1.32883 1.94335 2.64604
*
```

HOMO-LUMO gap (spin up / spin down): 8.85 / 4.00 eV
LUMO energy (spin up / spin down): -0.162 / -0.340 hartree

Q: Which of them is the most stable? A: 1.

1:
C4H9S | ωB97M-V with the def2-TZVPD basis set

The geometry in ORCA input format:
```
! wB97M-V def2-TZVPD RIJCOSX def2/J DEFGRID3
* xyz -1 1
C -0.48376 -1.13744 2.17576
S -2.13133 -0.63221 1.61965
H 0.29758 -0.44512 1.92706
H -0.13853 -2.14094 1.80614
H -0.29307 -1.13946 3.32662
C 0.35061 1.62099 -0.65325
C 0.51465 0.68214 -1.74077
C 0.12941 -0.74441 -1.62024
H 1.21702 1.20477 0.07316
H -0.38893 1.45353 0.14044
H 0.31247 2.67817 -1.02375
H 0.48794 1.04242 -2.87166
H -0.17112 -1.24382 -2.44328
H 0.29706 -1.19863 -0.71590
*
```

HOMO-LUMO gap: 6.25 eV
LUMO energy: 0.147 hartree

2:
C4H9S | ωB97M-V with the def2-TZVPD basis set

The geometry in ORCA input format:
```
! wB97M-V def2-TZVPD RIJCOSX def2/J DEFGRID3
* xyz -1 1
C -1.67124 -3.48536 -5.81005
S -2.81849 -4.77271 -5.22813
H -0.79735 -3.86461 -6.35294
H -2.20900 -2.83768 -6.50821
H -1.31865 -2.91037 -4.95396
C 0.55557 2.71047 2.46686
C 0.72157 1.88570 3.70932
C 1.74478 1.06306 3.87924
H -0.02062 2.14264 1.72570
H -0.07096 3.58781 2.63210
H 1.49033 2.92003 1.95219
H 0.10064 2.19206 4.54279
H 1.69420 0.38252 4.72429
H 2.59921 0.98646 3.22080
*
```

HOMO-LUMO gap: 4.45 eV
LUMO energy: 0.095 hartree

Q: Which of them is the most stable? A: 2.

1:
C15H40O15S5 | ωB97M-V with the def2-TZVPD basis set

The geometry in ORCA input format:
```
! wB97M-V def2-TZVPD RIJCOSX def2/J DEFGRID3
* xyz 0 1
O 1.54210 0.47758 -1.66145
S 1.09103 1.08774 -2.91638
O 1.61845 2.31307 -3.40537
O 0.97753 -0.06580 -4.18241
C 0.80650 -1.53687 -3.78694
C -0.27332 -1.90822 -2.64505
C -0.67563 1.48854 -2.59230
H 1.72429 -2.02617 -3.46082
H 0.59295 -2.12428 -4.67995
H -1.26945 -1.54850 -2.90271
H -0.15426 -1.43270 -1.67149
H -0.28412 -2.99804 -2.66176
H -0.74354 2.57497 -2.53596
H -0.74598 1.18891 -1.54666
H -1.29949 0.83412 -3.20111
O 3.35911 3.61309 0.88600
S 3.19376 3.93374 2.28900
O 3.99498 5.00401 2.90162
O 1.58859 4.20798 2.67344
C 1.17602 4.51673 4.01401
C 0.09898 3.60270 4.50633
C 3.29614 2.38595 3.23602
H 0.92157 5.56836 4.14608
H 1.97630 4.19208 4.67903
H 0.32476 2.53638 4.49761
H -0.90746 3.75877 4.11798
H -0.13263 3.62155 5.57127
H 3.64310 2.59521 4.24791
H 4.03994 1.86623 2.63207
H 2.46776 1.67761 3.24868
O 0.88517 0.31256 2.69413
S 1.65822 0.79034 1.53696
O 2.87461 1.58867 1.81001
O 2.00792 -0.40191 0.37650
C 1.06962 -1.37572 0.03629
C 1.74928 -2.36295 -0.91753
C 0.51465 1.87532 0.49326
H 0.20137 -0.80467 -0.29255
H 0.76260 -1.84341 0.97176
H 2.69842 -2.64568 -0.46221
H 1.87959 -1.73300 -1.79745
H 1.07393 -3.19163 -1.13041
H -0.31576 1.27106 0.12805
H 1.08507 2.37799 -0.28780
H 0.11059 2.54436 1.25301
O -1.33022 -6.24994 -1.74844
S -1.15141 -4.92969 -2.29904
O -2.03636 -3.85009 -1.85007
O 0.44130 -4.48181 -2.14048
C 1.17856 -4.69487 -0.94457
C 2.62556 -4.29426 -1.07930
C -1.21789 -5.14362 -4.13431
H 1.31233 -5.75028 -0.70726
H 0.77471 -4.13287 -0.10246
H 3.08508 -5.24328 -1.35554
H 3.03299 -4.13556 -0.08085
H 3.03208 -3.54325 -1.75666
H -0.82605 -4.25706 -4.63288
H -2.24684 -5.45381 -4.31634
H -0.65548 -6.06422 -4.29020
O -5.73476 3.79678 1.06009
S -4.90470 2.76109 0.49096
O -4.33669 2.86934 -0.85660
O -3.70937 2.38587 1.57758
C -2.55292 1.67020 1.17528
C -1.65612 1.61064 2.48251
C -5.88718 1.12480 0.44204
H -2.09672 2.14750 0.30800
H -2.76015 0.68619 0.75471
H -2.00067 0.74021 3.04083
H -1.85382 2.48168 3.10726
H -0.57212 1.61638 2.36849
H -5.51958 0.42612 -0.30951
H -6.89239 1.45072 0.17478
H -5.74445 0.65104 1.41326
*
```

HOMO-LUMO gap: 8.99 eV
LUMO energy: 0.002 hartree

2:
C15H40O15S5 | ωB97M-V with the def2-TZVPD basis set

The geometry in ORCA input format:
```
! wB97M-V def2-TZVPD RIJCOSX def2/J DEFGRID3
* xyz 0 1
C -7.13617 2.41716 -0.03496
C -5.77695 1.78664 -0.13673
O -5.07760 1.71981 1.13746
S -5.49851 0.58997 2.18530
C -5.08781 1.51203 3.64641
O -6.90494 0.40262 2.06576
O -4.57176 -0.48087 2.07469
H -7.40906 2.82889 -1.01156
H -7.11209 3.24722 0.66759
H -7.91185 1.70169 0.21757
H -5.75870 0.78088 -0.56461
H -5.12414 2.36975 -0.78556
H -4.76677 0.81617 4.40947
H -6.00040 2.05233 3.89410
H -4.36937 2.24920 3.30610
C -1.23087 0.85412 3.91988
C -1.41136 -0.63756 3.68465
O -0.37875 -1.28381 4.44678
S 0.03127 -2.75952 4.04208
C 0.72277 -2.50514 2.43365
O 1.05382 -3.13552 4.95096
O -1.14922 -3.54562 3.94704
H -2.12284 1.46225 3.80771
H -0.48264 1.24365 3.22320
H -0.81653 1.00868 4.91687
H -2.40756 -0.99038 3.95106
H -1.26932 -0.87727 2.62873
H 1.23375 -1.54513 2.46381
H -0.05773 -2.52176 1.68371
H 1.50290 -3.25011 2.29953
C 4.32429 -3.91024 0.60018
C 3.78572 -5.31400 0.36361
O 2.32652 -5.30370 0.41009
S 1.55096 -5.16839 -0.96278
C 1.22481 -6.87824 -1.30196
O 0.36034 -4.49097 -0.60739
O 2.41349 -4.62210 -1.96339
H 4.07811 -3.57473 1.60558
H 3.92860 -3.19663 -0.12098
H 5.40811 -3.95607 0.48453
H 4.10929 -5.70861 -0.59561
H 4.10930 -5.93898 1.19184
H 2.01721 -7.24985 -1.95159
H 0.30584 -6.98421 -1.87110
H 1.25261 -7.37051 -0.33763
C 5.60306 6.23367 -4.48299
C 4.43589 5.27028 -4.37612
O 4.32061 4.84427 -3.00946
S 2.89940 4.54955 -2.39181
C 2.23393 3.40299 -3.54103
O 3.14254 3.94970 -1.14276
O 2.12889 5.74683 -2.48654
H 6.44044 5.89488 -3.87577
H 5.35845 7.26110 -4.22098
H 5.93302 6.25010 -5.52595
H 3.50899 5.76536 -4.66818
H 4.65140 4.40659 -5.00604
H 2.28035 3.82223 -4.54748
H 1.17319 3.24774 -3.36240
H 2.79163 2.47060 -3.54780
C -2.28222 0.93858 0.05544
C -0.85388 1.12364 -0.40696
O -0.20917 -0.16045 -0.37160
S 1.32622 -0.27337 -0.82733
C 1.17426 -1.55077 -2.03084
O 1.67170 0.97253 -1.43045
O 2.02549 -0.81536 0.29124
H -2.67740 -0.01401 -0.29060
H -2.91630 1.74001 -0.32645
H -2.39928 1.05670 1.13115
H -0.82257 1.52239 -1.42316
H -0.32069 1.84286 0.21734
H 0.94756 -1.04964 -2.97118
H 0.39075 -2.24213 -1.74272
H 2.13697 -2.05001 -2.10265
*
```

SMILES: CCOS(C)(=O)=O.CCOS(C)(=O)=O.CCOS(C)(=O)=O.CCOS(C)(=O)=O.CCOS(C)(=O)=O
HOMO-LUMO gap: 10.93 eV
LUMO energy: 0.011 hartree

Q: Which of them is the most stable? A: 2.